ORCA calculation (wB97M-V/def2-TZVPD) on a structure of composition C42H35N7O2PS3ScSe2.

- HOMO energy (eV) = -12.7
- gap between HOMO and LUMO (eV) = 6.1
- ΔE to the lowest compared entry with this formula, charge and spin (kcal/mol) = 0.0

Geometry as ORCA input:
```
! RIJCOSX wB97M-V def2-TZVPD def2/J DEFGRID3
* xyz 2 1
Sc -1.208 0.913 0.803
O -2.541 0.294 2.389
C -1.476 -0.208 2.864
O -0.405 0.459 2.700
C -1.383 -1.650 3.189
C -2.115 -2.261 4.197
C -2.010 -3.632 4.371
C -1.208 -4.380 3.518
C -0.510 -3.769 2.488
C -0.584 -2.391 2.304
P 0.357 -1.547 0.950
C 0.266 -2.689 -0.462
C 1.296 -2.752 -1.398
C 1.147 -3.488 -2.565
C -0.038 -4.163 -2.817
C -1.072 -4.105 -1.893
C -0.921 -3.373 -0.726
C 2.045 -1.688 1.639
C 2.801 -2.845 1.449
C 4.010 -3.007 2.109
C 4.464 -2.030 2.983
C 3.708 -0.885 3.188
C 2.509 -0.707 2.515
H -2.744 -1.666 4.846
H -2.553 -4.118 5.170
H -1.128 -5.450 3.656
H 0.095 -4.372 1.822
H 2.230 -2.238 -1.211
H 1.963 -3.540 -3.273
H -0.150 -4.742 -3.724
H -1.992 -4.646 -2.074
H -1.726 -3.364 -0.003
H 2.449 -3.636 0.801
H 4.587 -3.908 1.952
H 5.399 -2.166 3.509
H 4.049 -0.127 3.882
H 1.919 0.179 2.699
Se -4.236 -0.443 -6.375
N -4.421 -1.244 -4.801
C -3.740 -0.543 -3.932
C -3.658 -0.877 -2.518
C -4.372 -1.936 -1.954
C -4.264 -2.165 -0.602
C -3.423 -1.355 0.154
N -2.722 -0.350 -0.370
C -2.855 -0.095 -1.690
C -2.155 1.081 -2.212
N -1.430 1.800 -1.335
C -0.867 2.928 -1.759
C -0.972 3.390 -3.063
C -1.671 2.635 -3.978
C -2.283 1.457 -3.551
C -3.064 0.612 -4.442
N -3.201 0.843 -5.722
H -5.005 -2.542 -2.589
H -4.814 -2.960 -0.118
H -3.316 -1.516 1.217
H -0.305 3.487 -1.023
H -0.497 4.319 -3.345
H -1.769 2.936 -5.013
C 5.336 1.157 0.727
C 4.519 2.325 1.261
S 2.744 2.250 0.871
C 2.548 3.399 -0.518
C 2.604 2.809 -1.930
S 1.761 1.213 -2.130
C 3.131 0.090 -2.511
C 4.070 -0.265 -1.365
S 5.361 0.989 -1.073
H 4.999 0.215 1.158
H 6.375 1.292 1.034
H 4.901 3.274 0.885
H 4.594 2.351 2.350
H 3.293 4.191 -0.420
H 1.581 3.876 -0.349
H 3.638 2.659 -2.228
H 2.158 3.521 -2.627
H 3.677 0.490 -3.367
H 2.626 -0.812 -2.859
H 4.576 -1.202 -1.609
H 3.512 -0.406 -0.439
Se 0.467 3.982 2.539
N -0.827 5.111 2.925
C -1.938 4.710 2.338
C -3.230 5.317 2.388
C -4.237 4.677 1.739
C -4.006 3.438 1.058
N -2.841 2.858 0.964
C -1.812 3.508 1.577
N -0.603 2.974 1.511
H -3.379 6.239 2.933
H -5.242 5.076 1.742
H -4.843 2.927 0.596
*
```

=====

ORCA calculation (wB97M-V/def2-TZVPD) on a cluster of 2 separate species, C3H3F2N in total at a distorted geometry.

- HOMO energy (eV) = -10.1
- gap between HOMO and LUMO (eV) = 11.0
- ΔE to the lowest compared entry with this formula, charge and spin (kcal/mol) = 38.9

Geometry as ORCA input:
```
! RIJCOSX wB97M-V def2-TZVPD def2/J DEFGRID3
* xyz 0 1
C 0.593 -1.060 -0.390
C 0.475 -0.333 -1.415
F -0.538 -0.310 -2.283
F 1.328 0.590 -1.790
H -0.048 -1.904 -0.363
H 1.264 -0.778 0.443
C -1.072 1.213 1.889
N 0.046 1.514 1.833
H -2.048 1.070 2.075
*
```

=====

ORCA calculation (wB97M-V/def2-TZVPD) on a cluster of 2 separate species, C2H4ClIN2 in total at a distorted geometry.

- HOMO energy (spin up / spin down) (eV) = -9.4 / -9.4
- gap between HOMO and LUMO (spin up / spin down) (eV) = 8.0 / 8.0
- ΔE to the lowest compared entry with this formula, charge and spin (kcal/mol) = 23.9

Geometry as ORCA input:
```
! RIJCOSX wB97M-V def2-TZVPD def2/J DEFGRID3
* xyz 0 1
H -1.786 1.506 0.661
N -0.913 0.922 0.740
N -0.818 0.151 -0.240
C 0.465 -0.114 -0.481
C 1.441 0.545 0.147
I 3.439 0.206 -0.138
H 0.656 -0.988 -1.132
H 1.320 1.453 0.694
Cl -2.099 -2.491 -0.092
H -1.704 -1.190 -0.158
*
```

=====

ORCA calculation (wB97M-V/def2-TZVPD) on a structure of composition C5H7N at a distorted geometry.

- HOMO energy (eV) = -9.0
- gap between HOMO and LUMO (eV) = 10.2
- ΔE to the lowest compared entry with this formula, charge and spin (kcal/mol) = 92.4

Geometry as ORCA input:
```
! RIJCOSX wB97M-V def2-TZVPD def2/J DEFGRID3
* xyz 0 1
C 0.311 1.342 0.173
C 1.126 0.076 -0.373
C 0.393 -1.215 -0.003
C -0.946 -0.761 0.528
C -0.778 0.450 -0.368
N 0.273 -0.622 -1.352
H 0.423 2.333 -0.323
H 0.431 1.456 1.278
H 2.182 0.216 -0.495
H 0.887 -2.166 0.228
H -1.035 -0.575 1.606
H -1.784 -1.364 0.174
H -1.484 0.831 -1.074
*
```

=====

ORCA calculation (wB97M-V/def2-TZVPD) on a cluster of 2 separate species, C3H9N2O2 in total at a distorted geometry.

- HOMO energy (spin up / spin down) (eV) = -9.5 / -9.3
- <S²> = 0.76
- gap between HOMO and LUMO (spin up / spin down) (eV) = 10.3 / 6.2
- ΔE to the lowest compared entry with this formula, charge and spin (kcal/mol) = 18.1

Geometry as ORCA input:
```
! RIJCOSX wB97M-V def2-TZVPD def2/J DEFGRID3
* xyz 0 2
C 0.210 1.194 -1.007
N -0.607 -0.003 -0.913
C 0.016 -1.162 -0.265
N 1.199 -1.656 -0.926
H -0.443 2.028 -1.261
H 0.637 1.387 -0.013
H 0.972 1.052 -1.770
H -1.485 0.174 -0.383
H -0.708 -1.972 -0.286
H 0.264 -0.857 0.756
H 1.129 -1.721 -1.928
H 2.069 -1.210 -0.683
O -1.714 0.471 1.335
C -0.805 0.690 2.177
O 0.413 0.747 1.945
H -1.146 0.838 3.223
*
```

=====

ORCA calculation (wB97M-V/def2-TZVPD) on a cluster of 2 separate species, C4H14N3O in total at a distorted geometry.

- HOMO energy (eV) = -14.5
- gap between HOMO and LUMO (eV) = 11.8
- ΔE to the lowest compared entry with this formula, charge and spin (kcal/mol) = 73.8

Geometry as ORCA input:
```
! RIJCOSX wB97M-V def2-TZVPD def2/J DEFGRID3
* xyz 1 1
C -1.842 -3.170 -0.525
O -1.268 -2.051 0.199
H -1.575 -2.300 0.994
H -1.392 -4.105 -0.421
H -1.768 -2.836 -1.543
H -2.958 -3.418 -0.428
C -0.220 1.883 -1.080
C -0.920 2.819 -0.148
C 1.156 0.309 0.385
N 0.165 0.624 -0.398
N 2.314 1.070 0.384
N 1.141 -0.868 1.280
H -0.976 1.417 -1.978
H 0.572 2.200 -1.931
H -0.461 3.203 0.785
H -1.777 2.242 0.224
H -0.525 -0.298 -0.540
H 2.466 1.960 -0.024
H 3.177 0.843 0.885
H 0.445 -1.627 0.967
H 2.019 -1.294 1.452
H -1.482 3.594 -0.690
*
```

=====

ORCA calculation (wB97M-V/def2-TZVPD) on an isolated molecule of C5H6F2 at a distorted geometry.

- HOMO energy (spin up / spin down) (eV) = -7.1 / -10.6
- <S²> = 2.01
- gap between HOMO and LUMO (spin up / spin down) (eV) = 8.2 / 9.9
- ΔE to the lowest compared entry with this formula, charge and spin (kcal/mol) = 15.6

Geometry as ORCA input:
```
! RIJCOSX wB97M-V def2-TZVPD def2/J DEFGRID3
* xyz 0 3
C 0.941 0.028 -1.246
C 1.565 0.047 0.106
C -1.157 0.666 0.526
C -1.494 -0.708 0.768
C 0.208 0.509 -0.019
F -2.062 1.307 -0.211
F -1.542 -1.573 -0.305
H 1.378 0.766 -1.929
H 0.535 -0.849 -1.781
H 1.828 -0.972 0.421
H 2.220 0.737 0.566
H -0.993 1.284 1.432
H -1.428 -1.243 1.671
*
```

=====

ORCA calculation (wB97M-V/def2-TZVPD) on a cluster of 2 separate species, C4H10O3 in total.

- HOMO energy (eV) = -9.8
- gap between HOMO and LUMO (eV) = 10.5
- ΔE to the lowest compared entry with this formula, charge and spin (kcal/mol) = 35.9

Geometry as ORCA input:
```
! RIJCOSX wB97M-V def2-TZVPD def2/J DEFGRID3
* xyz 0 1
O 2.338 2.942 0.259
C 2.583 1.791 0.479
C 1.618 0.865 1.192
C 1.093 -0.177 0.220
C -0.114 -0.950 0.761
O -1.060 -1.243 -0.247
H 3.525 1.333 0.124
H 0.772 1.513 1.440
H 2.017 0.463 2.126
H 1.875 -0.858 -0.136
H 0.772 0.336 -0.692
H 0.177 -1.830 1.330
H -0.589 -0.297 1.501
H -1.059 -2.199 -0.401
O -4.523 -0.210 -2.545
H -4.187 -0.758 -3.260
H -5.238 -0.720 -2.152
*
```

=====

ORCA calculation (wB97M-V/def2-TZVPD) on a structure of composition C19H20CaN3O8P2S2.

- HOMO energy (eV) = -4.6
- gap between HOMO and LUMO (eV) = 7.1
- ΔE to the lowest compared entry with this formula, charge and spin (kcal/mol) = 25.6

Geometry as ORCA input:
```
! RIJCOSX wB97M-V def2-TZVPD def2/J DEFGRID3
* xyz -1 1
Ca 0.608 0.269 -0.011
O 2.423 -1.186 0.010
N 2.321 -2.498 0.018
C 2.987 -3.171 0.980
C 2.975 -4.536 1.053
C 2.240 -5.243 0.095
C 1.552 -4.553 -0.867
C 1.553 -3.139 -0.932
S 0.671 -2.228 -2.055
H 3.518 -2.532 1.669
H 3.520 -5.033 1.842
H 2.208 -6.325 0.119
H 0.964 -5.064 -1.616
C 3.028 2.916 2.841
C 1.560 3.246 2.574
O 1.162 4.458 3.222
P 1.294 3.427 0.793
O -0.209 3.777 0.499
O 2.011 4.845 0.512
O 1.889 2.354 -0.048
P 0.514 1.870 3.251
O -0.983 2.444 3.030
O 0.839 1.728 4.685
O 0.671 0.733 2.274
H 3.680 3.711 2.470
H 3.302 1.981 2.354
H 3.157 2.809 3.917
H 1.697 5.175 2.861
H -0.857 3.030 0.592
H 2.384 4.848 -0.378
H -1.178 3.072 3.736
S -2.322 1.540 -0.190
C -2.608 -0.029 0.492
C -3.860 -0.415 1.007
C -4.030 -1.683 1.512
C -2.960 -2.576 1.511
C -1.761 -2.130 0.997
N -1.582 -0.903 0.504
H -4.666 0.305 1.001
H -4.991 -1.984 1.914
H -3.055 -3.580 1.900
H -0.896 -2.785 0.960
N 0.099 1.061 -2.491
C -0.754 1.191 -3.244
C -1.812 1.334 -4.210
C -3.131 1.396 -3.764
C -4.150 1.516 -4.695
C -3.859 1.580 -6.051
C -2.541 1.522 -6.487
C -1.513 1.398 -5.568
H -3.320 1.361 -2.696
H -5.177 1.561 -4.358
H -4.660 1.674 -6.772
H -2.315 1.570 -7.544
H -0.483 1.342 -5.892
*
```

=====

ORCA calculation (wB97M-V/def2-TZVPD) on a cluster of 3 separate species, C6H7BrNO2 in total at a distorted geometry.

- HOMO energy (spin up / spin down) (eV) = -10.1 / -10.1
- gap between HOMO and LUMO (spin up / spin down) (eV) = 4.6 / 4.6
- ΔE to the lowest compared entry with this formula, charge and spin (kcal/mol) = 61.0

Geometry as ORCA input:
```
! RIJCOSX wB97M-V def2-TZVPD def2/J DEFGRID3
* xyz 1 1
C -2.395 0.012 -2.918
C -1.216 -0.207 -3.488
C -0.553 -1.160 -2.600
C -1.228 -1.909 -1.665
C -2.618 -1.651 -1.452
C 2.918 1.816 2.683
N -3.039 -0.588 -2.063
O 3.192 1.304 1.502
O 3.214 3.018 3.031
Br -0.424 -1.245 1.268
H -0.735 0.180 -4.413
H 0.483 -1.430 -2.810
H -0.703 -2.712 -0.995
H -3.278 -2.234 -0.793
H 2.461 1.292 3.482
H 3.160 0.338 1.566
H 3.648 3.599 2.308
*
```

=====

ORCA calculation (wB97M-V/def2-TZVPD) on a cluster of 2 separate species, C4H12O2 in total at a distorted geometry.

- HOMO energy (eV) = -9.3
- gap between HOMO and LUMO (eV) = 9.9
- ΔE to the lowest compared entry with this formula, charge and spin (kcal/mol) = 28.1

Geometry as ORCA input:
```
! RIJCOSX wB97M-V def2-TZVPD def2/J DEFGRID3
* xyz 0 1
C 0.374 1.372 1.810
C 1.324 1.156 0.541
O 1.373 -0.201 0.273
H -0.500 0.704 1.888
H 0.016 2.409 1.705
H 0.960 1.294 2.742
H 0.833 1.637 -0.326
H 2.319 1.624 0.667
H 2.011 -0.556 0.927
C -1.460 -1.521 -0.496
C -0.991 -0.698 -1.781
O 0.446 -0.797 -1.881
H -1.409 -2.581 -0.797
H -2.499 -1.286 -0.210
H -0.811 -1.374 0.384
H -1.438 -1.129 -2.698
H -1.403 0.321 -1.653
H 0.853 -0.375 -1.096
*
```

=====

ORCA calculation (wB97M-V/def2-TZVPD) on a cluster of 2 separate species, C2H8N5 in total at a distorted geometry.

- HOMO energy (spin up / spin down) (eV) = -14.3 / -14.3
- gap between HOMO and LUMO (spin up / spin down) (eV) = 9.0 / 9.1
- ΔE to the lowest compared entry with this formula, charge and spin (kcal/mol) = 107.9

Geometry as ORCA input:
```
! RIJCOSX wB97M-V def2-TZVPD def2/J DEFGRID3
* xyz 1 1
C 0.353 -0.714 0.761
C -2.594 1.126 -0.320
N -0.086 -1.945 0.161
N -1.054 -2.232 -0.362
N -0.646 0.245 0.621
N -1.676 0.086 0.009
N 2.896 0.069 -0.330
H 0.560 -0.765 1.750
H 1.581 -0.506 0.382
H -2.513 1.035 -1.438
H -3.482 0.935 0.196
H -2.392 2.102 0.246
H 3.203 0.942 0.063
H 2.265 0.197 -1.099
H 3.583 -0.575 -0.640
*
```

=====

no.,electronic energy (Ha)
1,-9254.492688
2,-370.528138
3,-945.895353
4,-249.325940
5,-379.609335
6,-400.014946
7,-393.624611
8,-384.092340
9,-3659.366516
10,-3011.640041
11,-310.028123
12,-354.384821